# 1
The following is a quantum chemistry calculation of a molecular structure, C14H13N7OSSeTl, from the Open Molecules 2025 dataset.

Last column: Mulliken charge in e.
Geometry (Å):
Tl: 0.17462 1.22135 0.84359  0.76
N: 3.60113 4.38993 0.70339  -0.42
C: 2.97956 3.30863 0.15615  0.46
S: 1.65429 3.59933 -0.87853  -0.54
N: 3.54561 2.15044 0.48445  -1.27
N: 2.84340 1.07379 0.14562  0.64
C: 3.40648 -0.07646 0.18826  -0.73
C: 2.67240 -1.28334 -0.15970  0.88
C: 3.33482 -2.51826 -0.13254  -0.78
C: 2.66526 -3.66527 -0.50288  -0.20
C: 1.34583 -3.56019 -0.91958  -0.78
C: 0.75948 -2.30534 -0.90540  -0.10
N: 1.38177 -1.19648 -0.52291  -0.10
H: 3.39337 5.29455 0.32824  0.19
H: 4.46091 4.23516 1.20278  0.25
H: 4.45401 -0.18787 0.47587  0.26
H: 4.37229 -2.55203 0.17623  0.30
H: 3.15995 -4.62818 -0.46793  0.40
H: 0.78156 -4.42773 -1.23260  0.37
H: -0.26843 -2.18626 -1.22446  0.38
C: -2.25935 3.24693 -0.90132  -0.80
C: -2.05237 2.93996 0.55984  0.35
O: -2.67154 3.39704 1.45230  -0.44
H: -2.22082 4.32775 -1.04575  0.33
H: -3.24963 2.88033 -1.17885  0.31
H: -1.49719 2.77049 -1.51348  0.21
Se: -1.68932 -2.31021 3.20544  0.06
N: -3.19571 -2.70917 2.31418  -0.93
C: -3.18789 -1.96843 1.20678  0.56
C: -4.16167 -1.99438 0.19799  -0.63
C: -3.99597 -1.14673 -0.89233  -0.57
C: -2.90229 -0.29509 -0.95404  -0.70
N: -1.94499 -0.21808 -0.01771  -0.17
C: -2.05803 -1.06028 1.03831  0.84
N: -1.12419 -1.11954 1.98301  -0.63
H: -5.00865 -2.66230 0.28274  0.41
H: -4.72557 -1.13484 -1.69245  0.37
H: -2.77312 0.37078 -1.80273  0.47

Its net charge is -1. Its HOMO energy (spin up / spin down) is -4.29 / -2.83 eV. The energy comes out at -108081.457 eV. Its frontier orbital gap (spin up / spin down) is 7.0 / 5.1 eV. For the lowest unoccupied orbital energy (spin up / spin down), the calculation gives 0.10012 / 0.08419 Eh.

# 2
The following is a quantum chemistry calculation of a molecular structure, C14H14AuN6S, from the Open Molecules 2025 dataset.

Last column: Mulliken charge in e.
Geometry (Å):
Au: 12.73351 8.93580 9.70903  0.28
C: 7.51235 8.64444 13.62030  -1.12
C: 8.90824 8.02836 13.15270  -0.09
C: 9.89700 8.99779 12.56916  0.04
N: 10.74383 8.51017 11.73038  -0.46
N: 11.47632 9.48305 11.13194  0.02
C: 11.31052 10.71065 11.67764  0.64
N: 11.98478 11.82449 11.27131  -0.41
S: 10.05969 10.68859 12.85605  -0.14
H: 6.73509 7.84776 13.88905  0.31
H: 7.14984 9.34149 12.87575  0.37
H: 7.60069 9.25958 14.59188  0.28
H: 8.84019 7.22502 12.41852  0.31
H: 9.37839 7.59175 14.03709  0.24
H: 12.76974 11.64529 10.64984  0.16
H: 11.97090 12.67959 11.82718  0.26
N: 21.55661 6.39226 4.26143  -0.45
C: 20.48010 6.49498 4.72911  0.01
C: 19.15210 6.64563 5.15812  0.43
C: 18.41359 7.75480 4.61934  -0.75
C: 17.13039 8.04687 4.90176  -0.48
C: 16.55322 7.43208 6.06527  1.47
C: 17.24380 6.33838 6.59632  -0.26
C: 18.55090 5.95128 6.17317  -0.83
N: 15.35696 7.94260 6.58126  0.20
C: 14.56951 8.92409 5.98790  -0.18
C: 13.56246 9.23757 6.84027  -0.67
N: 13.81021 8.58927 8.03962  -0.64
C: 14.82398 7.78796 7.84360  0.25
H: 18.99393 8.55232 4.05147  0.29
H: 16.64638 8.89177 4.37940  0.16
H: 16.65028 5.74687 7.30793  0.29
H: 19.04019 5.13986 6.66461  0.44
H: 14.73710 9.12620 4.94309  0.34
H: 12.74975 9.94596 6.84097  0.40
H: 15.22273 7.00518 8.53396  0.27

Its net charge is +1. Its HOMO energy is -11.87 eV. The energy comes out at -38206.543 eV. Its frontier orbital gap is 8.9 eV. For the lowest unoccupied orbital energy, the calculation gives -0.11019 Eh.

# 3
The following is a quantum chemistry calculation of a molecular structure, C14H14BrNNaO2P, from the Open Molecules 2025 dataset.

Last column: Mulliken charge in e.
Geometry (Å):
Na: 1.24590 0.98350 1.04500  0.84
Br: -5.71490 -0.65920 -0.35020  -0.18
C: -4.55060 -0.15520 1.06760  -0.05
C: -5.05300 0.16660 2.31950  -0.15
N: -4.27400 0.55260 3.31260  -0.66
C: -2.97430 0.65910 3.09950  -0.09
C: -2.37940 0.34010 1.88550  0.35
C: -3.18940 -0.10190 0.85110  -0.46
C: -0.90230 0.48440 1.64410  0.72
O: -0.20300 1.05480 2.49560  -0.92
O: -0.45590 0.04110 0.56030  -0.88
H: -6.11440 0.10710 2.52210  0.38
H: -2.36480 1.02090 3.91420  0.49
H: -2.74590 -0.38740 -0.08980  0.56
C: 0.66780 3.39560 -2.36300  -1.23
P: 0.21390 2.02480 -1.20000  0.32
C: -1.03630 1.21060 -2.25610  -1.08
C: -0.80490 2.98920 -0.03280  0.57
C: -0.12450 3.77980 0.88790  -0.20
C: -0.80980 4.47080 1.86760  -0.73
C: -2.18960 4.36520 1.95840  -0.59
C: -2.87230 3.56300 1.06280  -0.60
C: -2.18600 2.88370 0.07150  -0.30
H: 1.36280 4.06890 -1.86430  0.36
H: -0.20380 3.96170 -2.69360  0.36
H: 1.16200 2.96030 -3.23120  0.43
H: -1.79420 1.93470 -2.56070  0.35
H: -1.48340 0.38520 -1.71090  0.12
H: -0.53790 0.80900 -3.13820  0.47
H: 0.95930 3.85440 0.82700  0.32
H: -0.27010 5.08100 2.57530  0.39
H: -2.73030 4.91300 2.71610  0.42
H: -3.94220 3.43810 1.14880  0.41
H: -2.73930 2.25230 -0.60640  0.27

Its net charge is 0. Its HOMO energy is -8.74 eV. The energy comes out at -104079.653 eV. Its frontier orbital gap is 8.5 eV. For the lowest unoccupied orbital energy, the calculation gives -0.00911 Eh.

# 4
The following is a quantum chemistry calculation of 2 unconnected molecules or ions with the total composition C14H14Cl2F10O2P, from the Open Molecules 2025 dataset.

Last column: Mulliken charge in e.
Geometry (Å):
F: 1.70433 0.54313 1.55362  -0.34
C: 1.42799 -0.78114 1.27010  -0.10
O: 2.17590 -1.20382 0.22186  -0.28
P: 1.47728 -2.71121 -0.44973  -0.36
O: 0.01164 -2.36148 0.49332  -0.49
C: -0.03692 -1.02719 0.89742  0.43
C: -0.52968 -0.03294 -0.13485  -0.56
C: -2.04885 0.14453 -0.21601  -1.40
C: -2.82768 -1.11850 -0.46396  1.12
F: -2.93013 -1.91094 0.62956  -0.35
F: -2.24791 -1.83663 -1.45304  -0.35
C: -4.29417 -0.88290 -0.93097  0.62
F: -4.73781 -1.98719 -1.57201  -0.33
F: -4.34275 0.14226 -1.81208  -0.33
C: -5.28552 -0.55800 0.22973  0.53
F: -4.63342 -0.03228 1.28754  -0.28
F: -6.18252 0.36409 -0.20462  -0.33
C: -6.13665 -1.75377 0.72235  0.61
F: -5.37199 -2.75658 1.17971  -0.21
F: -6.91765 -1.30368 1.73828  -0.26
F: -6.94103 -2.20507 -0.26541  -0.25
H: 1.62683 -1.38882 2.15811  0.29
H: 0.82152 -3.86531 -1.03549  0.01
H: 1.05449 -1.91655 -1.58660  -0.07
H: 2.70314 -3.03036 -1.16759  0.03
H: 1.97047 -3.48082 0.66787  -0.06
H: -0.63686 -0.96535 1.80861  0.33
H: -0.12160 0.91805 0.17897  0.30
H: -0.12155 -0.23942 -1.11168  0.15
H: -2.24502 0.80146 -1.05500  0.42
H: -2.40435 0.65408 0.66971  0.54
Cl: 1.76362 2.73892 -1.01146  -0.19
C: 3.41534 2.88163 -0.54573  0.18
C: 4.06645 4.10545 -0.49419  0.42
Cl: 3.25210 5.58128 -0.89621  -0.22
C: 5.39909 4.16415 -0.11468  -0.46
C: 6.07666 3.00315 0.21673  -0.35
C: 5.42142 1.77923 0.17170  -0.76
C: 4.09245 1.71706 -0.20882  -0.38
H: 5.90316 5.11958 -0.07838  0.38
H: 7.11586 3.05471 0.51283  0.35
H: 5.94348 0.87032 0.43646  0.40
H: 3.57079 0.76693 -0.23599  0.59

Its net charge is -1. Its HOMO energy is -4.34 eV. The energy comes out at -80349.666 eV. Its frontier orbital gap is 6.9 eV. As for the energy above the lowest of the compared OMol25 structures with the same formula, charge and spin: 0.0 kJ/mol. For the lowest unoccupied orbital energy, the calculation gives 0.09485 Eh.

# 5
The following is a quantum chemistry calculation of 14 unconnected molecules or ions with the total composition C14H14Cl42, from the Open Molecules 2025 dataset.

Last column: Mulliken charge in e.
Geometry (Å):
C: 0.98824 0.07092 -6.08116  -0.05
Cl: 0.55549 -0.31654 -4.34312  -0.06
Cl: 2.19613 -1.12124 -6.57388  -0.09
Cl: 1.74296 1.72836 -6.20528  -0.07
H: 0.10423 -0.03495 -6.70999  0.25
C: 0.58576 0.81971 0.11456  -0.56
Cl: -0.34925 0.01520 1.42230  0.18
Cl: -0.46560 1.17749 -1.22546  0.26
Cl: 1.88507 -0.32166 -0.29655  0.15
H: 1.05217 1.72735 0.49764  0.19
C: 2.24213 -3.30497 4.37435  0.32
Cl: 3.60783 -2.29721 4.46548  -0.08
Cl: 1.81740 -4.07854 5.93405  -0.11
Cl: 2.74241 -4.56558 3.16034  -0.11
H: 1.39170 -2.71271 4.03657  -0.04
C: 1.15959 3.97476 -3.34432  0.62
Cl: 2.74645 3.80006 -2.61801  -0.08
Cl: 1.11312 4.64402 -5.01411  -0.13
Cl: 0.13261 4.92264 -2.27892  -0.10
H: 0.68604 2.99398 -3.38805  -0.40
C: 1.65039 0.53971 6.76007  -0.09
Cl: 3.09209 1.43750 6.19306  -0.11
Cl: 2.10320 -0.38689 8.23561  -0.12
Cl: 0.90019 -0.50366 5.44659  0.05
H: 0.93320 1.31257 7.03650  0.30
C: -2.69370 -2.62220 -0.88801  0.12
Cl: -0.89664 -2.92044 -1.29452  -0.07
Cl: -3.70655 -4.04550 -1.26235  -0.13
Cl: -3.30461 -1.15247 -1.68673  -0.01
H: -2.74380 -2.45264 0.18756  0.05
C: 4.16956 -1.02184 -3.00378  0.21
Cl: 4.98767 -1.86167 -4.33560  -0.15
Cl: 4.17006 0.71297 -3.17141  -0.03
Cl: 4.91033 -1.51344 -1.53402  -0.10
H: 3.13745 -1.37095 -2.97264  0.01
C: -2.58332 -3.85030 3.86700  -0.10
Cl: -2.40459 -2.35528 4.93800  -0.10
Cl: -2.15980 -5.34357 4.70474  -0.10
Cl: -1.52020 -3.69371 2.44455  -0.07
H: -3.60775 -3.86772 3.49507  0.35
C: 4.60335 -5.65100 -0.03155  0.06
Cl: 6.02799 -4.75253 0.46099  -0.13
Cl: 5.10307 -6.94030 -1.10213  -0.14
Cl: 3.49830 -4.54357 -0.76779  -0.01
H: 4.13167 -6.22335 0.76721  0.23
C: -3.39744 2.74197 1.07653  -0.18
Cl: -3.49229 1.03680 1.61261  -0.06
Cl: -3.65156 2.86033 -0.63979  -0.03
Cl: -1.89342 3.53380 1.49423  -0.11
H: -4.14171 3.25051 1.68933  0.33
C: 3.26057 2.40259 2.83940  -0.36
Cl: 2.93124 0.60594 2.94024  0.04
Cl: 1.81108 3.17411 3.46508  -0.03
Cl: 3.66022 2.86893 1.19971  -0.04
H: 4.11291 2.59913 3.48978  0.41
C: -2.98129 3.16745 -5.39125  -0.11
Cl: -1.76222 2.14488 -4.49944  0.09
Cl: -2.43412 4.88777 -5.52816  -0.12
Cl: -4.61833 3.12573 -4.63371  -0.11
H: -3.00407 2.85433 -6.43505  0.35
C: -4.32217 -0.43768 -5.09681  0.37
Cl: -4.82809 -1.96366 -4.41787  -0.09
Cl: -5.56666 0.34528 -6.15071  -0.13
Cl: -2.71823 -0.53586 -5.96463  -0.09
H: -4.14857 0.28053 -4.29547  -0.12
C: -3.35113 3.42157 5.06351  -0.13
Cl: -1.72596 2.65643 4.97038  -0.03
Cl: -4.67130 2.30242 4.56739  -0.10
Cl: -3.30746 4.89666 4.13199  -0.10
H: -3.49209 3.72955 6.09955  0.36

Its net charge is 0. Its HOMO energy is -10.66 eV. The energy comes out at -540685.363 eV. Its frontier orbital gap is 10.8 eV. As for the energy above the lowest of the compared OMol25 structures with the same formula, charge and spin: 86.4 kJ/mol. For the lowest unoccupied orbital energy, the calculation gives 0.00370 Eh.

# 6
The following is a quantum chemistry calculation of a molecular structure, C14H14ClI2N2O4RuSSe3Te, from the Open Molecules 2025 dataset.

Last column: Mulliken charge in e.
Geometry (Å):
Ru: 0.34945 -0.65075 -0.12115  0.85
I: -4.34013 -2.67510 -5.55288  -0.03
C: -2.70255 -2.03552 -4.40998  -0.21
C: -1.43549 -2.51934 -4.69518  -0.38
C: -0.36931 -2.09132 -3.92745  -0.21
I: 1.54960 -2.81152 -4.30599  0.02
C: -0.51215 -1.17969 -2.85728  0.43
O: 0.51458 -0.79271 -2.16753  -0.72
C: -1.82594 -0.70086 -2.60976  0.43
C: -2.03695 0.30563 -1.51474  -0.80
N: -1.65896 -0.25629 -0.20260  -0.08
C: -2.02049 0.62818 0.92011  -0.55
C: -1.20010 0.28071 2.12237  0.77
C: -1.66508 0.43036 3.41959  -0.94
C: -0.82047 0.13674 4.47570  -0.22
C: 0.46290 -0.31219 4.20327  -0.92
C: 0.84984 -0.45940 2.88563  -0.45
N: 0.04039 -0.16065 1.86727  0.80
C: -2.89546 -1.13554 -3.37409  -0.67
H: -1.27598 -3.22573 -5.49776  0.33
H: -3.08616 0.61954 -1.49352  0.42
H: -1.41336 1.19117 -1.66143  0.25
H: -2.08297 -1.18348 -0.07513  0.35
H: -3.09237 0.59474 1.13407  0.46
H: -1.73935 1.64346 0.62776  -0.14
H: -2.67720 0.77390 3.58546  0.42
H: -1.16297 0.24513 5.49739  0.39
H: 1.15644 -0.56532 4.99263  0.40
H: 1.82716 -0.83356 2.61158  0.39
H: -3.88760 -0.75628 -3.15933  0.34
Se: 2.85561 0.52116 -0.42296  -0.12
Se: 5.82506 -2.17837 0.11604  -0.72
Te: 3.39182 -1.92439 -0.15816  0.05
Se: -0.30253 -2.84113 0.34933  -0.63
Cl: 3.18021 1.44289 1.58284  -0.36
C: 0.80409 4.31591 1.45986  -0.88
S: -0.21760 3.90553 0.05857  1.19
O: -1.58987 4.20204 0.47610  -0.77
O: 0.26900 4.72741 -1.03637  -0.72
O: -0.00861 2.46274 -0.12773  -0.52
H: 0.65889 5.36932 1.69304  0.35
H: 1.84032 4.11329 1.20045  0.23
H: 0.50415 3.68916 2.29815  0.19

Its net charge is -2. Its HOMO energy (spin up / spin down) is -1.48 / -1.47 eV. The energy comes out at -271392.636 eV. Its frontier orbital gap (spin up / spin down) is 4.9 / 4.9 eV. As for the energy above the lowest of the compared OMol25 structures with the same formula, charge and spin: 51.2 kJ/mol. The spin multiplicity is 2. For the lowest unoccupied orbital energy (spin up / spin down), the calculation gives 0.12447 / 0.12447 Eh.

Which value of energy does entry 1 give?
-108081.457 eV